{"formula": "C25H17N8O4Re", "method": "wB97M-V/def2-TZVPD", "s2": 1.19, "lumo_ha": [-0.1948, -0.1785], "total_charge": 1, "homo_lumo_gap_ev": [5.1875, 5.9872], "spin_multiplicity": 2, "homo_energy_ha": [-0.385, -0.398], "e_above_lowest_kcal_mol": 101.9, "species": ["Re", "O", "C", "N", "C", "O", "C", "C", "C", "C", "C", "N", "C", "C", "C", "C", "C", "N", "H", "H", "H", "H", "H", "H", "H", "H", "O", "C", "C", "C", "C", "C", "C", "C", "N", "C", "C", "N", "H", "H", "H", "H", "H", "H", "H", "N", "C", "O", "C", "C", "N", "C", "N", "H", "H"], "positions_angstrom": [[0.659, 0.684, 0.098], [-0.274, 2.389, 3.638], [0.265, 1.856, 2.707], [-0.085, 1.955, 1.355], [-1.120, 2.814, 0.938], [-1.699, 3.618, 1.614], [-1.458, 2.538, -0.511], [-2.508, 3.207, -1.105], [-2.878, 2.873, -2.429], [-2.231, 1.880, -3.068], [-1.131, 1.106, -2.421], [-0.720, 1.586, -1.117], [1.415, 0.887, 2.865], [1.968, 0.633, 4.110], [2.995, -0.294, 4.211], [3.436, -0.923, 3.058], [2.822, -0.629, 1.852], [1.826, 0.249, 1.750], [-3.044, 3.956, -0.546], [-3.676, 3.416, -2.909], [-2.498, 1.582, -4.067], [-0.259, 1.068, -3.097], [1.581, 1.152, 4.972], [3.444, -0.517, 5.165], [4.223, -1.657, 3.090], [3.137, -1.115, 0.939], [1.423, -0.335, -1.243], [1.601, -0.758, -2.464], [2.844, -0.551, -3.092], [3.113, -1.087, -4.330], [2.163, -1.883, -4.958], [0.909, -2.037, -4.392], [0.586, -1.451, -3.173], [-0.813, -1.578, -2.627], [-1.015, -2.001, -1.213], [-1.717, -3.238, -1.234], [-2.112, -3.472, -2.489], [-1.599, -2.529, -3.369], [3.571, 0.039, -2.556], [4.067, -0.898, -4.798], [2.400, -2.376, -5.888], [0.163, -2.628, -4.901], [-1.922, -3.764, -0.326], [-2.701, -4.291, -2.857], [-2.091, -2.271, -4.208], [-2.995, -0.476, 2.396], [-2.101, -0.602, 1.409], [-0.891, -0.784, 1.636], [-2.553, -0.411, 0.033], [-1.763, -0.836, -1.012], [-1.547, -0.315, -2.268], [-3.644, 0.421, -0.249], [-4.586, 1.035, -0.486], [-2.665, -0.457, 3.348], [-3.962, -0.257, 2.218]]}